Record 1
The following is a DFT calculation (wB97M-V/def2-TZVPD) of the ion C3H7INO with charge +1 in a non-equilibrium geometry.

```
13
Properties=species:S:1:pos:R:3
N 0.11 0.51 1.43
C 0.32 0.06 -0.04
O 1.53 0.38 -0.42
I 2.06 1.90 -2.01
C -0.26 -1.30 -0.39
C -0.93 -0.05 -0.86
H 0.79 1.26 1.62
H 0.33 -0.28 2.06
H -0.84 0.84 1.62
H -0.70 -1.91 0.38
H 0.32 -1.86 -1.11
H -0.86 0.23 -1.90
H -1.87 0.23 -0.39
```

Values from the calculation:
orbital gap	0.2817	Eh
E_tot	-14853.485	eV
LUMO energy	-0.2263	Ha
SMILES	[NH3+]C1(OI)CC1
total charge	+1
maximum force	2.99	eV/A



Record 2
The following is a DFT calculation (wB97M-V/def2-TZVPD) of a structure of composition C7H15N2Sn in a non-equilibrium geometry.

```
25
Properties=species:S:1:pos:R:3
C 1.93 1.77 -1.32
Sn 0.33 -2.25 1.20
N -2.25 -1.37 1.36
H 0.73 -2.02 -0.42
H -2.04 -1.65 2.33
H 1.34 1.32 -2.10
H 2.98 1.85 -1.69
H 1.96 1.22 -0.40
H 1.60 2.81 -1.29
H -2.87 -0.60 1.33
H -2.52 -2.15 0.75
N -1.03 1.52 1.58
C -0.40 2.72 1.61
C -0.63 3.64 0.57
C -0.01 4.90 0.62
C 0.80 5.23 1.73
C 1.06 4.29 2.73
C 0.49 3.01 2.66
H -1.68 1.31 0.83
H -1.04 0.92 2.39
H -1.30 3.35 -0.23
H -0.22 5.63 -0.15
H 1.22 6.23 1.80
H 1.67 4.54 3.60
H 0.67 2.24 3.40
```

Values from the calculation:
orbital gap (alpha / beta)	0.1422 / 0.1392	Eh
E_tot	-16311.844	eV
LUMO energy (alpha / beta)	0.1186 / 0.1183	Ha
total charge	-1
maximum force	2.22	eV/A



Record 3
The following is a DFT calculation (wB97M-V/def2-TZVPD) of a cluster of 2 separate species, C11H14IN in total in a non-equilibrium geometry.

```
27
Properties=species:S:1:pos:R:3
C -2.48 -2.24 -0.36
C 1.29 0.83 -0.03
C -0.88 0.86 -1.32
C -0.88 0.90 1.18
C 0.64 -1.17 -1.24
C 0.47 -1.18 1.25
C -0.13 1.41 -0.04
C 1.28 -0.63 0.07
C -0.83 -0.68 -1.37
C -0.99 -0.67 1.08
C -1.48 -1.26 -0.29
N -3.27 -3.09 -0.41
I -4.99 0.78 0.71
H 1.87 1.18 -0.90
H 1.73 1.19 0.90
H -1.86 1.07 -1.45
H -0.27 1.13 -2.11
H -0.38 1.19 2.04
H -1.93 1.29 1.13
H 1.25 -0.64 -1.95
H 0.71 -2.15 -1.54
H 0.62 -2.25 1.56
H 0.78 -0.81 2.18
H -0.31 2.44 0.12
H 2.43 -0.80 0.19
H -1.20 -0.96 -2.29
H -1.63 -1.00 1.84
```

Values from the calculation:
orbital gap (alpha / beta)	0.3491 / 0.1742	Eh
E_tot	-21221.558	eV
LUMO energy (alpha / beta)	-0.0262 / -0.1205	Ha
maximum force	4.43	eV/A



Record 4
The following is a DFT calculation (wB97M-V/def2-TZVPD) of a structure of composition C47H55BiFN9O6P in a non-equilibrium geometry.

```
120
Properties=species:S:1:pos:R:3
Bi -0.55 -1.62 -0.45
C -1.53 3.38 -0.46
N -2.68 2.51 -0.62
C -3.97 3.05 -0.27
C -2.50 1.26 -1.04
O -1.40 0.81 -1.38
C -3.74 0.38 -1.12
O -3.40 -0.91 -1.60
C -3.21 -0.97 -3.00
C -2.21 -2.07 -3.34
O -1.71 -2.78 -2.46
N -1.93 -2.23 -4.63
C -1.07 -3.32 -5.04
C -2.51 -1.43 -5.68
H -1.35 3.58 0.60
H -1.68 4.32 -1.00
H -0.66 2.86 -0.86
H -3.84 4.06 0.12
H -4.46 2.45 0.50
H -4.63 3.10 -1.14
H -4.51 0.84 -1.75
H -4.15 0.23 -0.12
H -2.84 -0.01 -3.38
H -4.17 -1.20 -3.49
H -0.60 -3.76 -4.15
H -0.29 -2.96 -5.71
H -1.65 -4.09 -5.55
H -3.59 -1.58 -5.74
H -2.08 -1.72 -6.63
H -2.31 -0.37 -5.53
N -2.22 -4.14 0.95
P -2.93 -2.87 0.02
C -4.06 -3.84 -1.03
C -5.28 -3.33 -1.44
C -6.11 -4.09 -2.25
C -5.71 -5.35 -2.66
C -4.48 -5.86 -2.27
C -3.65 -5.10 -1.46
C -4.00 -2.15 1.32
C -3.47 -1.07 2.02
C -4.18 -0.52 3.07
C -5.42 -1.02 3.41
C -5.95 -2.09 2.71
C -5.24 -2.66 1.67
C -0.89 -4.39 1.13
C -0.50 -5.50 1.89
C 0.83 -5.76 2.10
C 1.78 -4.89 1.56
C 1.33 -3.83 0.81
N 0.03 -3.60 0.56
H -2.84 -4.75 1.46
H -5.59 -2.34 -1.12
H -7.07 -3.70 -2.56
H -6.36 -5.95 -3.29
H -4.17 -6.84 -2.58
H -2.69 -5.49 -1.15
H -2.50 -0.69 1.74
H -3.75 0.31 3.62
H -5.98 -0.58 4.23
H -6.91 -2.50 2.99
H -5.66 -3.51 1.14
H -1.26 -6.14 2.31
H 1.13 -6.63 2.67
H 2.83 -5.04 1.72
H 2.02 -3.13 0.36
F 2.80 4.81 -1.11
C 3.00 3.98 -0.06
C 2.45 2.74 -0.13
C 2.51 1.86 0.96
C 1.81 0.59 0.89
O 1.31 0.18 -0.18
C 1.78 -0.13 2.13
C 2.57 0.27 3.17
N 3.29 1.40 3.19
C 4.13 1.71 4.31
C 3.71 1.35 5.71
C 3.75 2.79 5.29
C 3.22 2.26 2.11
C 3.83 3.52 2.13
C 3.73 4.42 1.07
N 4.35 5.67 1.16
C 4.17 6.48 2.34
C 5.43 7.30 2.59
N 5.67 8.17 1.42
C 5.81 7.35 0.19
C 4.57 6.48 -0.02
C 0.86 -1.31 2.31
O 1.19 -2.26 2.98
O -0.29 -1.17 1.73
H 1.92 2.42 -1.01
H 2.63 -0.37 4.04
H 5.19 1.61 4.06
H 4.47 0.99 6.38
H 2.74 0.90 5.87
H 4.53 3.43 5.67
H 2.80 3.29 5.14
H 4.41 3.80 2.99
H 3.97 5.85 3.21
H 3.31 7.16 2.22
H 6.29 6.64 2.72
H 5.31 7.91 3.49
H 6.52 8.74 1.56
H 4.88 8.82 1.30
H 6.70 6.72 0.30
H 5.95 8.00 -0.68
H 4.76 5.85 -0.88
H 3.70 7.13 -0.24
N 1.24 -0.22 -3.00
C 1.75 -1.47 -2.90
C 2.90 -1.83 -3.64
C 3.35 -3.13 -3.62
C 2.63 -4.08 -2.89
C 1.53 -3.65 -2.18
N 1.12 -2.38 -2.14
H 1.81 0.46 -3.48
H 0.61 0.12 -2.30
H 3.41 -1.07 -4.22
H 4.24 -3.41 -4.16
H 2.93 -5.11 -2.88
H 0.93 -4.34 -1.61
```

Values from the calculation:
orbital gap	0.2998	Eh
E_tot	-93154.495	eV
LUMO energy	-0.2254	Ha
total charge	+3
maximum force	2.05	eV/A



Record 5
The following is a DFT calculation (wB97M-V/def2-TZVPD) of a structure of composition C14H17ClIN2O2Rh in a non-equilibrium geometry.

```
38
Properties=species:S:1:pos:R:3
Rh 0.13 0.79 -0.39
Cl 3.35 -5.33 -0.04
C 2.98 -3.63 -0.19
C 4.00 -2.71 -0.20
C 3.74 -1.34 -0.34
I 5.30 0.02 -0.39
C 2.44 -0.86 -0.47
O 2.12 0.38 -0.67
C 1.40 -1.83 -0.41
N 0.14 -1.32 -0.50
C -0.89 -2.12 -0.50
C -0.75 -3.52 -0.40
C 0.51 -4.06 -0.29
C 1.64 -3.21 -0.30
H 5.02 -3.06 -0.11
H -1.87 -1.66 -0.56
H -1.63 -4.15 -0.41
H 0.65 -5.13 -0.21
C -2.44 1.23 2.52
C -1.55 2.26 1.80
C -2.42 3.29 1.07
C -0.63 2.95 2.81
N -0.76 1.61 0.80
H -3.08 1.74 3.25
H -1.83 0.50 3.04
H -3.07 0.71 1.80
H -3.08 3.77 1.80
H -3.02 2.80 0.31
H -1.79 4.04 0.60
H -1.24 3.45 3.57
H -0.01 3.69 2.32
H 0.01 2.22 3.30
C -0.80 1.29 -4.03
O -0.10 1.31 -2.79
H -0.11 1.41 -4.87
H -1.56 2.07 -4.06
H -1.28 0.32 -4.11
H 0.48 2.08 -2.76
```

Values from the calculation:
orbital gap	0.2560	Eh
E_tot	-45497.880	eV
LUMO energy	-0.0106	Ha
maximum force	1.75	eV/A



Record 6
The following is a DFT calculation (wB97M-V/def2-TZVPD) of a structure of composition C3H5FN2S in a non-equilibrium geometry.

```
12
Properties=species:S:1:pos:R:3
C 0.03 1.07 1.27
C -0.74 -0.20 0.94
C -0.02 -0.17 -0.34
H 1.85 1.42 -1.53
H 2.58 0.40 -0.43
H 0.51 0.84 2.22
H -0.47 2.07 1.26
H -0.01 -0.88 1.74
N 1.96 1.28 -0.54
N 0.79 0.77 0.09
F -2.16 -0.11 1.25
S 0.01 -1.34 -1.41
```

Values from the calculation:
orbital gap	0.3257	Eh
E_tot	-19721.243	eV
LUMO energy	0.0048	Ha
maximum force	5.17	eV/A



Record 7
The following is a DFT calculation (wB97M-V/def2-TZVPD) of a structure of composition C23H35O4P3S2V.

```
68
Properties=species:S:1:pos:R:3
V -0.01 -0.72 0.37
C 3.33 -1.59 -0.91
P 2.21 -1.78 0.49
C 2.09 -3.58 0.74
C 2.99 -0.99 1.91
C 4.37 -0.80 1.98
C 4.92 -0.16 3.08
C 4.11 0.29 4.11
C 2.74 0.10 4.05
C 2.17 -0.54 2.96
P 0.41 -0.90 2.84
C 0.19 -2.50 3.67
C -0.50 0.26 3.89
H 4.24 -2.17 -0.72
H 3.58 -0.54 -1.06
H 2.86 -1.98 -1.81
H 2.98 -3.94 1.26
H 2.03 -4.05 -0.24
H 1.20 -3.86 1.30
H 5.01 -1.14 1.18
H 5.99 -0.01 3.13
H 4.55 0.79 4.96
H 2.12 0.46 4.87
H 0.34 -2.35 4.74
H 0.94 -3.22 3.32
H -0.80 -2.90 3.48
H -0.19 0.12 4.93
H -1.56 0.03 3.82
H -0.32 1.29 3.60
C 1.65 5.00 -1.79
C 2.27 3.62 -1.79
C 2.35 2.97 -3.15
O 1.53 2.75 -0.81
P 0.24 1.94 -1.01
S -0.43 1.50 0.86
S 0.58 0.09 -1.77
O -0.70 2.82 -1.86
C -2.05 2.62 -2.48
C -3.03 2.12 -1.44
C -1.93 1.74 -3.70
H 2.30 5.67 -2.34
H 1.55 5.38 -0.77
H 0.67 4.99 -2.26
H 3.26 3.65 -1.33
H 1.37 2.91 -3.62
H 2.78 1.97 -3.09
H 2.99 3.57 -3.79
H -2.29 3.64 -2.77
H -2.82 1.09 -1.16
H -4.03 2.14 -1.88
H -3.04 2.75 -0.56
H -1.73 0.70 -3.43
H -1.15 2.10 -4.37
H -2.88 1.78 -4.24
O -2.39 -3.04 1.69
C -2.44 -2.51 0.63
O -1.26 -1.85 0.15
C -3.57 -2.40 -0.29
C -4.80 -2.89 0.15
C -5.90 -2.82 -0.68
C -5.77 -2.28 -1.95
C -4.55 -1.80 -2.40
C -3.44 -1.86 -1.57
H -4.88 -3.32 1.14
H -6.86 -3.20 -0.35
H -6.63 -2.23 -2.61
H -4.45 -1.40 -3.40
H -2.48 -1.51 -1.92
```

Values from the calculation:
2S+1	2
orbital gap (alpha / beta)	0.2640 / 0.2827	Eh
E_tot	-107825.023	eV
LUMO energy (alpha / beta)	-0.2689 / -0.2502	Ha
total charge	+2
maximum force	0.34	eV/A



Record 8
The following is a DFT calculation (wB97M-V/def2-TZVPD) of a cluster of 2 separate species, C7H5O4S2 in total in a non-equilibrium geometry.

```
18
Properties=species:S:1:pos:R:3
C -3.36 0.03 0.03
C -2.64 -0.12 -1.18
C -2.57 0.17 1.19
C -1.30 0.12 -1.28
C -1.19 0.27 1.11
C -0.54 0.18 -0.08
C 2.26 0.17 -0.07
O 4.34 -0.58 1.18
O 4.05 2.04 0.31
O 3.07 -2.39 0.13
O 4.22 -0.79 -1.27
S 2.58 1.77 0.04
S 3.60 -1.02 -0.01
H -4.44 -0.12 -0.02
H -3.35 -0.40 -2.01
H -3.15 0.16 2.05
H -0.88 0.06 -2.20
H -0.71 0.44 2.07
```

Values from the calculation:
orbital gap (alpha / beta)	0.2414 / 0.2413	Eh
E_tot	-37195.476	eV
LUMO energy (alpha / beta)	0.0381 / 0.0380	Ha
total charge	-1
maximum force	3.72	eV/A



Record 9
The following is a DFT calculation (wB97M-V/def2-TZVPD) of a structure of composition C28H26N7O8PS2Se2W in a non-equilibrium geometry.

```
75
Properties=species:S:1:pos:R:3
W 0.04 -0.86 0.19
Se 0.25 1.58 0.98
P 0.68 2.20 -1.07
Se 0.22 0.35 -2.12
C -0.45 3.50 -1.55
C -1.16 3.42 -2.74
C -1.97 4.49 -3.13
C -2.04 5.62 -2.34
C -1.33 5.70 -1.14
C -0.54 4.64 -0.74
C 2.32 2.81 -1.35
C 2.96 3.56 -0.37
C 4.19 4.14 -0.65
C 4.77 3.95 -1.90
C 4.13 3.19 -2.87
C 2.90 2.61 -2.60
H -1.10 2.54 -3.37
H -2.53 4.43 -4.05
H -2.66 6.45 -2.65
H -1.40 6.59 -0.53
H 0.00 4.71 0.20
H 2.52 3.69 0.61
H 4.69 4.73 0.10
H 5.73 4.39 -2.11
H 4.60 3.04 -3.84
H 2.40 2.02 -3.37
N -2.84 1.63 0.00
C -3.14 0.34 0.04
N -4.34 0.04 0.51
C -4.74 -1.21 0.34
N -5.90 -1.59 0.88
N -4.07 -2.13 -0.40
C -2.86 -1.79 -0.68
N -2.23 -0.60 -0.42
C -2.02 -2.74 -1.43
C -2.46 -3.98 -1.84
C -1.59 -4.78 -2.56
C -0.35 -4.28 -2.89
C 0.02 -3.03 -2.44
N -0.80 -2.28 -1.69
H -2.05 1.98 -0.52
H -3.54 2.28 0.30
H -6.43 -0.95 1.44
H -6.21 -2.54 0.76
H -3.47 -4.29 -1.58
H -1.89 -5.77 -2.88
H 0.36 -4.85 -3.48
H 0.97 -2.61 -2.70
N 3.10 0.26 -0.18
C 3.61 -0.80 -1.03
C 2.78 -2.02 -1.01
O 3.06 -3.09 -1.40
O 1.46 -1.79 -0.51
H 3.59 1.12 -0.37
H 3.27 0.05 0.80
H 4.63 -1.14 -0.81
H 3.60 -0.47 -2.08
O -2.73 -2.51 2.50
S -1.42 -2.04 2.29
O -1.29 -0.56 2.00
O -0.76 -2.54 0.97
C -0.46 -2.41 3.74
C -1.24 -2.60 4.87
C -0.61 -2.76 6.10
C 0.76 -2.72 6.20
C 1.56 -2.54 5.07
C 0.95 -2.39 3.85
S 1.96 -2.24 2.43
O 1.77 -3.43 1.66
O 3.29 -1.82 2.70
O 1.16 -0.99 1.80
H -2.31 -2.63 4.79
H -1.22 -2.91 6.98
H 1.23 -2.84 7.17
H 2.64 -2.51 5.14
```

Values from the calculation:
orbital gap	0.2543	Eh
E_tot	-219736.232	eV
LUMO energy	-0.2746	Ha
total charge	+2
maximum force	1.48	eV/A



Record 10
The following is a DFT calculation (wB97M-V/def2-TZVPD) of a structure of composition C3H6F6KO3P in a non-equilibrium geometry.

```
20
Properties=species:S:1:pos:R:3
K 3.38 -0.94 -1.78
P 2.88 3.67 0.93
F 3.95 4.92 0.90
F 3.52 3.20 -0.44
F 4.03 2.90 1.68
F 2.01 2.26 0.81
F 2.27 4.06 2.36
F 1.90 4.61 0.15
C -0.65 -3.04 1.34
O -1.81 -2.44 0.80
C -1.85 -2.03 -0.55
O -0.84 -1.81 -1.22
O -3.08 -1.70 -0.78
C -3.54 -1.18 -1.98
H -0.01 -3.47 0.57
H -0.88 -3.85 2.04
H -0.18 -2.25 1.93
H -3.54 -0.11 -1.81
H -4.60 -1.43 -2.06
H -2.96 -1.36 -2.89
```

Values from the calculation:
orbital gap	0.3014	Eh
E_tot	-51274.455	eV
LUMO energy	-0.0718	Ha
maximum force	4.09	eV/A



Record 11
The following is a DFT calculation (wB97M-V/def2-TZVPD) of an isolated molecule of C15H13NO7S2.

```
38
Properties=species:S:1:pos:R:3
O -0.88 -0.01 3.97
C 0.31 -0.19 3.90
O 0.94 -1.16 4.58
C 1.26 0.59 3.02
C 1.36 -0.08 1.67
C 2.60 -0.31 1.08
C 2.68 -0.88 -0.17
C 1.53 -1.21 -0.88
C 0.28 -0.99 -0.28
C 0.21 -0.45 0.99
N -0.89 -1.33 -0.96
S -2.12 -0.17 -1.18
O -3.28 -0.64 -0.50
O -2.24 0.05 -2.60
C -1.60 1.32 -0.38
C -2.18 1.81 0.75
C -1.60 3.03 1.15
C -0.60 3.43 0.31
S -0.35 2.33 -0.99
C -0.71 -2.22 -2.08
C 0.51 -1.77 -2.91
C 0.21 -0.38 -3.46
O 0.50 0.63 -2.89
O -0.39 -0.44 -4.63
O 1.67 -1.77 -2.12
H 0.30 -1.68 5.10
H 0.87 1.60 2.90
H 2.24 0.62 3.50
H 3.51 -0.05 1.61
H 3.64 -1.07 -0.64
H -0.75 -0.32 1.45
H -2.98 1.31 1.26
H -1.91 3.58 2.02
H 0.00 4.31 0.38
H -0.52 -3.23 -1.69
H -1.61 -2.21 -2.68
H 0.70 -2.46 -3.74
H -0.71 0.44 -4.90
```

Values from the calculation:
orbital gap	0.3281	Eh
E_tot	-53258.901	eV
LUMO energy	0.0161	Ha
SMILES	O=C(O)Cc1ccc2c(c1)N(S(=O)(=O)c1cccs1)C[C@@H](C(=O)O)O2
maximum force	1.00	eV/A